[1]
145
Properties=species:S:1:pos:R:3 method="wB97M-V/def2-TZVPD" e_tot_ev=-110208.956 smiles="C[C@H]1COC(=O)O1.CCOC(=O)OC.CCOC(=O)OC.CCOC(=O)OC.CCOC(=O)OC.CCOC(=O)OC.CCOC(=O)OC.COC(=O)OC.O=C1OCCO1.O=C1OCCO1.O=C1OCCO1" relative_energy_kj_mol=606.5 fmax_ev_per_a=5.880 orbital_gap_ev=10.160
C -11.751 0.701 12.812
C -12.176 2.233 12.630
C -13.133 2.754 13.677
O -12.645 4.086 13.827
C -11.400 4.213 13.532
O -10.722 5.211 13.786
O -11.026 3.063 12.897
H -11.233 0.474 13.745
H -11.151 0.479 11.930
H -12.647 0.082 12.762
H -12.554 2.518 11.648
H -13.036 2.127 14.563
H -14.197 2.760 13.439
C -3.174 9.397 7.992
C -4.206 8.256 7.877
O -5.084 8.076 8.913
C -6.212 8.844 9.038
O -6.709 9.613 8.189
O -6.790 8.632 10.296
C -7.916 9.377 10.734
H -2.324 9.193 7.340
H -2.618 9.478 8.926
H -3.654 10.359 7.812
H -3.611 7.345 7.803
H -4.600 8.231 6.861
H -8.765 8.767 10.425
H -8.093 10.325 10.226
H -7.930 9.638 11.792
C -6.852 3.131 16.366
C -6.594 4.564 16.717
O -5.555 5.071 15.803
C -5.470 6.350 15.700
O -6.094 7.221 16.331
O -4.658 6.649 14.685
C -4.313 7.980 14.372
H -7.469 3.002 15.477
H -7.424 2.636 17.150
H -5.960 2.548 16.136
H -6.140 4.546 17.708
H -7.496 5.175 16.749
H -4.040 8.161 13.332
H -3.416 8.282 14.911
H -5.115 8.714 14.452
C -6.932 12.390 18.158
C -7.487 13.150 19.333
O -7.024 12.650 20.596
C -7.394 11.463 21.098
O -6.891 11.175 22.151
O -8.258 10.800 20.310
C -8.455 9.379 20.514
H -7.320 12.787 17.220
H -7.364 11.389 18.203
H -5.846 12.307 18.179
H -8.568 13.097 19.201
H -7.471 14.229 19.180
H -8.839 9.084 21.490
H -7.568 8.799 20.258
H -9.124 9.131 19.690
C -13.350 6.178 18.441
C -13.483 5.245 19.702
O -12.523 4.205 19.586
C -13.052 2.955 19.397
O -14.235 2.676 19.321
O -12.096 2.115 19.028
C -12.383 0.782 19.132
H -12.421 6.741 18.355
H -14.123 6.900 18.178
H -13.080 5.496 17.635
H -14.545 5.006 19.765
H -13.373 5.799 20.634
H -12.071 0.523 20.144
H -11.787 0.207 18.424
H -13.418 0.492 18.950
C -2.092 17.206 13.941
C -3.440 16.780 14.295
O -3.902 15.759 13.373
C -3.359 14.516 13.346
O -2.553 14.060 14.152
O -3.753 13.814 12.296
C -4.633 14.331 11.271
H -1.762 18.076 14.510
H -1.894 17.317 12.875
H -1.427 16.395 14.238
H -4.080 17.654 14.415
H -3.324 16.431 15.321
H -5.695 14.366 11.515
H -4.414 13.629 10.467
H -4.283 15.322 10.980
C -1.257 4.551 11.134
C -0.324 3.588 10.502
O 0.160 4.275 9.326
C 0.339 3.674 8.120
O 0.055 2.518 7.856
O 0.728 4.563 7.278
C 0.800 4.354 5.838
H -1.480 5.369 10.450
H -1.004 4.916 12.129
H -2.313 4.300 11.236
H -0.700 2.598 10.242
H 0.514 3.519 11.195
H -0.208 4.263 5.434
H 1.343 3.446 5.578
H 1.251 5.297 5.527
C -3.202 8.159 19.773
O -3.695 6.896 20.109
C -4.301 6.780 21.342
O -4.264 7.543 22.346
O -4.947 5.624 21.342
C -5.920 5.332 22.357
H -4.054 8.830 19.662
H -2.690 8.185 18.811
H -2.508 8.685 20.429
H -5.407 4.546 22.912
H -6.855 4.950 21.946
H -6.201 6.115 23.061
O -1.479 2.808 17.483
C -2.012 1.744 17.744
O -2.026 0.585 16.990
C -2.655 -0.389 17.750
C -3.231 0.329 18.907
O -2.713 1.584 18.804
H -3.337 -0.950 17.111
H -1.910 -1.134 18.029
H -2.984 -0.267 19.786
H -4.311 0.204 18.836
O -4.149 0.884 8.835
C -5.229 1.378 9.110
O -6.175 0.995 9.949
C -7.054 2.092 10.127
C -6.938 2.898 8.850
O -5.732 2.342 8.273
H -8.043 1.637 10.079
H -6.871 2.594 11.077
H -6.788 3.967 9.007
H -7.819 2.726 8.232
O 1.905 10.845 14.911
C 1.711 11.414 13.826
O 2.195 12.618 13.481
C 1.718 12.950 12.197
C 1.157 11.697 11.718
O 1.034 10.924 12.867
H 0.845 13.602 12.184
H 2.500 13.397 11.583
H 1.737 11.185 10.951
H 0.156 11.906 11.340

=====

[2]
148
Properties=species:S:1:pos:R:3 method="wB97M-V/def2-TZVPD" e_tot_ev=-116104.701 fmax_ev_per_a=5.785 orbital_gap_ev=5.058
Be 14.092 27.795 14.041
C 14.803 29.339 16.906
O 13.640 28.566 16.540
O 15.509 29.326 15.717
C 14.506 30.721 17.635
F 13.699 31.516 16.919
F 13.829 30.600 18.744
F 15.657 31.371 17.931
C 12.928 27.946 17.669
C 11.955 26.906 17.015
H 12.452 26.131 16.432
H 11.336 26.469 17.798
H 11.241 27.364 16.330
H 12.352 28.670 18.246
H 13.497 27.369 18.398
H 15.219 28.686 17.673
N 10.505 26.404 13.385
O 11.618 26.858 13.546
O 10.330 25.509 12.603
O 9.573 26.983 13.951
C 6.233 27.492 16.933
O 6.878 28.429 17.763
C 8.097 27.974 18.237
C 8.612 28.657 19.498
O 7.829 28.674 20.689
C 6.777 29.529 20.624
H 5.327 27.970 16.561
H 5.991 26.572 17.465
H 6.891 27.221 16.106
H 8.864 28.086 17.471
H 8.106 26.911 18.478
H 9.044 29.648 19.359
H 9.436 28.016 19.812
H 7.077 30.565 20.463
H 6.231 29.464 21.565
H 6.045 29.272 19.859
C 13.839 29.844 21.592
O 13.397 30.226 22.921
C 14.451 30.723 23.767
C 13.918 30.660 25.203
O 12.682 31.423 25.449
C 12.231 31.719 26.772
H 12.844 29.856 21.146
H 14.373 28.895 21.550
H 14.581 30.590 21.305
H 14.659 31.704 23.340
H 15.437 30.276 23.648
H 14.695 31.005 25.886
H 13.727 29.620 25.468
H 11.154 31.881 26.813
H 12.679 32.534 27.340
H 12.331 30.832 27.398
C 16.871 31.773 13.430
O 16.334 33.001 13.713
C 15.800 32.768 15.062
C 15.412 34.080 15.737
O 16.490 34.905 16.081
C 17.256 34.364 17.259
H 17.212 31.834 12.397
H 16.248 30.913 13.676
H 17.729 31.486 14.039
H 16.557 32.253 15.654
H 14.948 32.088 15.068
H 14.764 33.907 16.595
H 14.869 34.631 14.969
H 18.270 34.749 17.368
H 17.344 33.278 17.235
H 16.869 34.760 18.197
C 10.261 23.584 18.317
O 10.671 22.211 18.417
C 11.209 21.720 17.231
C 10.184 21.215 16.226
O 9.436 22.127 15.490
C 10.079 23.267 14.847
H 10.002 23.969 19.303
H 9.331 23.682 17.756
H 11.021 24.269 17.942
H 11.939 20.967 17.528
H 11.856 22.470 16.777
H 9.497 20.576 16.782
H 10.704 20.550 15.537
H 10.589 23.980 15.495
H 9.238 23.822 14.432
H 10.647 22.879 14.001
O 14.445 25.488 15.068
C 14.561 24.377 15.606
O 14.047 23.294 15.123
C 14.500 22.153 15.780
C 14.773 22.634 17.226
C 15.257 24.029 16.933
H 15.412 21.794 15.304
H 13.758 21.356 15.827
H 15.504 21.915 17.595
H 13.964 22.561 17.953
H 16.341 23.967 16.834
H 15.225 24.805 17.697
O 16.771 27.183 13.504
C 17.916 27.260 14.034
O 18.723 26.169 14.231
C 19.975 26.548 14.792
C 19.672 27.849 15.546
C 18.702 28.485 14.562
H 20.706 26.600 13.985
H 20.216 25.658 15.374
H 20.608 28.340 15.811
H 19.129 27.565 16.448
H 18.987 28.762 13.547
H 17.991 29.138 15.069
O 12.459 29.768 14.048
C 11.258 30.225 14.085
O 10.378 30.196 13.025
C 9.106 30.708 13.443
C 9.094 30.399 14.919
C 10.561 30.713 15.249
H 8.345 30.101 12.951
H 8.837 31.708 13.105
H 8.748 29.401 15.187
H 8.409 31.096 15.402
H 11.070 30.169 16.045
H 10.915 31.741 15.318
C 11.230 32.770 19.276
C 12.496 32.739 20.227
O 12.507 33.767 21.192
C 12.963 35.045 20.856
O 13.184 35.398 19.663
C 13.044 36.040 22.023
F 12.301 35.705 23.079
F 14.355 35.958 22.371
F 12.658 37.300 21.657
H 10.272 32.579 19.760
H 11.333 32.020 18.492
H 11.120 33.731 18.774
H 13.381 32.807 19.594
H 12.516 31.771 20.728
C 11.026 27.700 22.395
C 11.685 26.595 21.524
O 13.030 26.680 21.772
C 13.922 25.903 21.135
O 13.666 25.318 20.083
C 15.329 25.725 21.903
F 15.093 25.066 23.084
F 16.221 25.201 21.105
F 15.744 26.962 22.160
H 11.211 28.621 21.842
H 11.409 27.845 23.405
H 9.937 27.653 22.422
H 11.554 26.708 20.448
H 11.324 25.587 21.733